Entry 1:
Density functional theory data (wB97M-V/def2-TZVPD) for a cluster of 6 separate species, C12H38N10O6 in total at a distorted geometry.

```
66
Properties=species:S:1:pos:R:3:forces:R:3:mulliken_charge:R:1
C -2.30025 -4.41725 -0.12349 -1.516 3.241 0.248 0.60
O -2.38510 -3.23198 0.26575 0.613 -1.373 -0.182 -0.69
N -3.25302 -5.01727 -0.83132 -3.170 -0.650 -1.672 -0.45
N -1.33723 -5.29028 -0.00649 2.559 -0.996 1.032 -0.32
H -4.07849 -4.55855 -1.18946 0.341 0.223 0.384 0.21
H -3.26042 -6.02349 -0.91827 -0.245 0.388 -0.069 0.13
H -1.57968 -6.12567 -0.51975 1.548 -0.167 0.655 0.15
H -0.53912 -5.12643 0.59039 -0.107 -0.372 -0.326 0.23
C -1.94469 0.17660 1.50755 2.207 1.582 -1.121 0.61
O -1.89205 1.36265 1.69432 -0.092 3.035 0.708 -0.80
N -2.72311 -0.62465 2.14102 -3.880 -2.918 1.806 -0.34
N -1.08341 -0.42506 0.71417 1.112 -0.235 -1.139 0.28
H -2.80941 -1.48688 1.62215 -0.520 -0.576 0.470 0.25
H -3.60086 -0.18705 2.38218 -0.062 -0.288 0.332 0.32
H -1.33397 -1.32974 0.34152 0.825 -0.043 -0.294 0.26
H -0.35798 0.22989 0.45942 0.129 -0.818 -0.854 -0.64
C 1.35420 -2.16277 3.45405 -0.437 2.576 0.642 0.61
O 2.10258 -1.24379 3.56429 1.289 3.067 -0.844 -0.65
N 1.70862 -3.30541 3.89067 1.501 -6.575 1.869 -0.39
N 0.07933 -2.17904 3.07723 -2.550 0.379 -1.203 -0.22
H 0.99668 -4.02171 3.90321 0.696 -0.270 0.283 0.12
H 2.51476 -3.41466 4.48926 -0.200 0.172 -0.347 0.25
H -0.41622 -1.31473 2.91139 0.149 -0.243 0.019 0.12
H -0.43633 -2.95544 3.46632 -0.457 0.632 -0.330 0.16
C -4.12695 3.55771 0.27727 -3.314 0.507 -2.482 0.66
O -4.90535 3.92063 -0.55507 -2.407 1.253 -2.638 -0.73
N -2.96439 4.01355 0.40590 5.797 2.776 0.031 -0.31
N -4.39030 2.68609 1.15262 -2.186 -5.216 4.701 -0.37
H -2.53533 3.70923 1.26810 1.057 1.075 -0.461 0.21
H -2.87016 4.86757 -0.12501 1.008 -0.005 0.545 0.23
H -3.59365 2.27713 1.61974 -0.352 -0.544 0.308 0.19
H -5.28610 2.21956 1.15110 0.356 0.120 -0.112 0.22
C 1.80036 0.98591 0.77290 0.839 -0.714 -0.232 -0.89
C 3.24004 0.54375 1.10890 -0.380 1.542 -0.387 0.52
C 4.25490 0.81665 -0.01990 -0.832 -0.345 -1.528 -1.12
O 4.23731 2.15457 -0.52165 1.341 0.677 -0.086 -0.32
C 5.57199 2.69920 -0.75424 -0.395 -0.665 0.684 -0.76
N 3.65113 1.26106 2.32877 0.690 -0.852 -0.595 -0.68
H 1.71490 2.05612 0.58460 0.149 -0.051 -0.170 0.27
H 1.14262 0.72824 1.60301 0.198 -0.035 0.082 0.46
H 1.54351 0.40716 -0.11433 -0.460 0.274 -0.254 -0.03
H 3.24989 -0.54242 1.19964 0.002 -0.052 0.653 0.13
H 4.01538 0.16360 -0.85911 -0.529 -0.179 -0.373 0.32
H 5.26827 0.45758 0.15963 0.273 0.360 0.937 0.60
H 6.11209 2.39216 -1.64985 -0.559 -0.689 -0.429 0.29
H 6.17938 2.34420 0.07833 0.279 0.432 0.149 0.34
H 5.59854 3.78599 -0.83357 -0.661 -0.014 0.471 0.25
H 3.44144 2.23796 2.18111 -0.289 0.280 -0.043 0.30
H 4.64488 1.22903 2.15120 0.655 0.286 1.144 0.37
C -0.60170 2.72644 -2.46003 0.249 -0.556 -0.329 -1.15
C -1.16081 1.58168 -3.30389 2.421 -0.674 0.261 0.31
C -0.59691 0.18345 -2.87884 0.555 -0.311 0.207 -0.19
O 0.81710 0.01858 -2.86619 1.157 -0.637 -1.078 -0.32
C 1.27939 -1.36646 -2.97533 -0.223 1.325 0.600 -0.81
N -2.54803 1.55585 -3.33516 -3.126 -0.479 0.568 -0.65
H 0.45216 2.69520 -2.73663 0.195 0.569 0.508 0.38
H -0.72644 2.57510 -1.38782 0.056 -0.302 0.079 0.08
H -1.05389 3.69687 -2.66470 0.041 -0.124 -0.413 0.37
H -0.82685 1.71192 -4.33327 0.227 0.195 -0.130 0.25
H -0.99191 -0.53101 -3.60108 -0.402 -0.222 0.008 0.47
H -0.86951 -0.09324 -1.86040 -0.961 0.136 0.055 -0.02
H 1.13506 -1.85417 -2.01128 -0.287 -0.274 0.056 0.27
H 2.35405 -1.38802 -3.15623 -0.022 0.506 -0.030 0.26
H 0.82625 -1.94568 -3.77986 -0.441 0.215 -0.043 0.36
H -2.95410 1.41733 -2.42082 0.168 0.867 0.818 0.15
H -2.95313 0.71664 -3.72466 0.381 -0.223 -1.120 0.30
```
Forces are in eV/Å.

Output
Frontier orbital gap ... 0.316 Ha
Energy ... -40245.6082 eV
Energy above the lowest of the compared OMol25 structures with the same formula, charge and spin ... 111.9 kcal/mol


Entry 2:
Density functional theory data (wB97M-V/def2-TZVPD) for a structure of composition C30H31N4PPdS3 at a distorted geometry.

```
70
Properties=species:S:1:pos:R:3:forces:R:3:mulliken_charge:R:1
Pd 0.33190 -0.87616 0.98628 0.407 -0.207 -0.061 0.23
S 0.09452 -2.68294 -0.40813 -0.042 0.148 -0.043 -0.46
C 1.78023 -2.82823 -0.10573 0.417 0.077 0.111 0.70
N 2.35188 -2.03346 0.77347 -0.753 -0.459 -0.424 -0.15
C 3.72331 -2.18828 0.76590 0.289 0.036 0.154 -0.72
C 4.62428 -1.45910 1.53906 -0.040 -0.001 0.022 -0.48
C 5.97444 -1.73244 1.42870 -0.054 0.066 0.061 -0.60
C 6.43854 -2.72190 0.56297 0.073 -0.103 -0.081 -0.46
C 5.55903 -3.45299 -0.21618 0.051 0.023 0.022 -0.53
C 4.20450 -3.17275 -0.11220 -0.185 0.070 0.042 1.01
S 2.87097 -3.88210 -0.97779 -0.071 0.091 0.096 -0.24
H 4.24710 -0.69597 2.20652 0.015 0.011 0.029 0.41
H 6.68656 -1.17467 2.02267 -0.023 0.017 0.011 0.39
H 7.50041 -2.91944 0.49695 -0.006 -0.004 -0.008 0.37
H 5.91741 -4.21638 -0.89384 0.010 -0.001 0.003 0.38
N -1.20595 0.14269 0.25315 -0.172 -1.015 1.735 -0.09
P -0.79432 0.83807 -1.05667 0.217 0.965 -1.316 1.69
C 0.85842 1.65651 -1.07208 -0.275 -0.122 0.059 0.84
C 1.43723 1.95421 0.16215 -0.037 -0.067 -0.013 -0.07
C 2.70662 2.50739 0.23024 0.031 0.042 0.011 -0.88
C 3.40521 2.78796 -0.93591 -0.033 0.004 0.038 -0.56
C 2.82097 2.53088 -2.16744 0.014 0.023 -0.060 -0.85
C 1.55455 1.96904 -2.23577 0.003 0.038 -0.024 -0.18
C -2.00454 2.17690 -1.32015 0.172 0.026 -0.164 -0.15
C -1.86010 3.08738 -2.36434 -0.044 -0.014 0.080 -0.33
C -2.78963 4.10147 -2.53917 0.044 -0.013 -0.031 -0.71
C -3.86861 4.20754 -1.67247 -0.026 0.006 0.025 -0.48
C -4.01483 3.30223 -0.63084 -0.058 0.033 0.013 -0.61
C -3.08420 2.28961 -0.45271 0.064 -0.050 -0.019 -0.29
C -0.82537 -0.07717 -2.64609 0.026 0.035 0.221 0.26
C 0.28122 -0.79936 -3.08844 0.008 0.023 0.005 -0.11
C 0.19882 -1.58790 -4.22345 0.004 -0.028 -0.053 -0.83
C -0.99749 -1.67582 -4.92347 0.050 0.004 0.036 -0.56
C -2.10881 -0.97563 -4.48010 -0.080 0.013 -0.021 -0.70
C -2.02432 -0.18079 -3.34555 0.038 -0.001 -0.015 -0.72
H 0.89304 1.74085 1.07739 0.037 0.011 -0.052 -0.37
H 3.14911 2.71747 1.19575 0.004 0.000 -0.004 0.48
H 4.40039 3.21047 -0.88583 0.002 0.004 0.005 0.40
H 3.35569 2.75867 -3.08094 0.007 0.001 0.008 0.42
H 1.11333 1.76192 -3.20260 0.034 -0.032 -0.009 0.41
H -1.01854 3.00246 -3.04103 0.000 0.019 -0.029 0.29
H -2.67317 4.80845 -3.35058 0.001 -0.001 0.001 0.43
H -4.59534 4.99821 -1.80914 -0.001 0.000 0.002 0.38
H -4.85782 3.38632 0.04385 -0.002 0.003 -0.002 0.42
H -3.16503 1.56647 0.34919 -0.036 0.010 0.007 0.36
H 1.20920 -0.75910 -2.53210 0.024 0.026 -0.016 0.55
H 1.06606 -2.14449 -4.55568 -0.002 0.000 0.002 0.41
H -1.06268 -2.29497 -5.80892 -0.005 0.001 -0.006 0.39
H -3.04538 -1.04713 -5.01846 0.000 0.004 0.001 0.42
H -2.89462 0.36490 -3.00185 -0.021 -0.012 -0.020 0.42
C -2.73752 -2.25172 2.26742 -0.059 0.030 0.074 -1.03
N -1.80500 -1.91857 3.35279 0.024 0.153 -0.094 0.10
C -0.95274 -3.03671 3.72821 0.073 0.050 -0.019 -0.98
C -1.29968 -0.64849 3.39818 -0.316 -0.087 -0.086 0.11
S 0.36548 -0.34293 3.55341 0.224 0.234 -0.235 -0.40
N -2.18380 0.35602 3.32772 0.035 -0.141 0.026 0.36
C -3.58910 0.18525 3.65492 -0.050 0.055 -0.060 -1.17
C -1.75255 1.72179 3.08527 0.016 0.079 0.006 -0.88
H -2.24098 -2.95212 1.59336 0.000 -0.011 -0.013 0.40
H -2.97679 -1.36492 1.68604 0.039 -0.019 -0.006 0.22
H -3.64916 -2.71344 2.65352 0.007 0.018 0.011 0.30
H -1.58856 -3.90758 3.88674 -0.027 0.015 -0.004 0.32
H -0.41644 -2.81217 4.64537 0.001 0.000 0.005 0.39
H -0.22568 -3.26104 2.94148 0.001 -0.020 0.000 0.26
H -3.73759 -0.75718 4.17282 -0.003 -0.021 0.009 0.38
H -4.22176 0.20806 2.76408 0.005 -0.002 0.004 0.32
H -3.89316 1.00098 4.31323 0.022 -0.005 -0.007 0.45
H -0.92130 1.72695 2.38675 -0.060 -0.019 0.041 0.14
H -1.45768 2.21170 4.01685 0.016 0.000 -0.013 0.32
H -2.58019 2.26723 2.63323 -0.028 -0.008 0.031 0.47
```
Forces are in eV/Å.

Output
Frontier orbital gap (spin up / spin down) ... 0.263 / 0.263 Ha
Energy ... -82848.3102 eV
Energy above the lowest of the compared OMol25 structures with the same formula, charge and spin ... 21.7 kcal/mol


Entry 3:
Density functional theory data (wB97M-V/def2-TZVPD) for the molecule C3H5NO2.

```
11
Properties=species:S:1:pos:R:3:forces:R:3:mulliken_charge:R:1
C -1.77151 -0.38653 -0.79076 0.065 -0.041 -0.045 -0.68
N -1.28671 0.46068 0.28984 0.734 -0.023 0.106 -0.40
C -0.07131 0.52700 0.59403 -0.306 0.074 0.029 0.06
O 0.95696 -0.19145 -0.05402 0.063 0.043 0.074 -0.28
C 2.19905 0.02955 0.45971 0.167 0.346 0.441 0.18
O 2.43920 0.76087 1.38114 0.086 -0.411 -0.471 -0.48
H -2.32461 0.23733 -1.50368 0.152 -0.098 0.177 0.26
H -2.48930 -1.10572 -0.37756 0.178 0.161 -0.042 0.26
H -0.98136 -0.92834 -1.32054 -0.118 0.045 0.038 0.29
H 0.35292 1.14277 1.39309 -0.581 -0.129 -0.259 0.42
H 2.97667 -0.54615 -0.07125 -0.441 0.035 -0.047 0.36
```
Forces are in eV/Å.

Output
Frontier orbital gap ... 0.406 Ha
Energy ... -8776.3660 eV
Energy above the lowest of the compared OMol25 structures with the same formula, charge and spin ... 30.6 kcal/mol